[1]
ORCA calculation (ωB97M-V/def2-TZVPD) on 2 unconnected molecules or ions with the total composition C27H20FO8S4 at a distorted geometry.

Last column: natural (NBO) charge in e.
Element x y z (Å)
C 4.638 -5.292 -1.335  -0.2012
C 3.252 -5.257 -1.139  -0.2115
C 2.624 -4.031 -0.896  -0.1977
C 3.359 -2.869 -0.851  -0.3241
C 4.734 -2.880 -1.082  -0.1708
C 5.376 -4.099 -1.307  -0.2016
S 2.445 -1.358 -0.538  2.1954
O 2.850 -0.917 0.784  -0.9308
O 2.612 -0.542 -1.711  -0.8902
C 0.806 -1.995 -0.465  -0.6856
C -0.333 -1.258 -0.466  -0.0222
C -1.609 -1.927 -0.637  -0.1276
C -1.955 -3.004 0.215  -0.1923
C -3.104 -3.761 -0.004  -0.2136
C -3.908 -3.519 -1.120  -0.2024
C -3.571 -2.473 -1.994  -0.2362
C -2.439 -1.712 -1.746  -0.0983
S 0.858 -3.786 -0.596  2.1553
O 0.152 -4.206 -1.781  -0.9106
O 0.601 -4.396 0.690  -0.9289
H 5.141 -6.242 -1.520  0.2184
H 2.657 -6.169 -1.175  0.2340
H 5.282 -1.939 -1.078  0.2373
H 6.454 -4.117 -1.467  0.2177
H -0.268 -0.164 -0.502  0.3192
H -1.317 -3.237 1.049  0.2320
H -3.310 -4.587 0.680  0.2061
H -4.757 -4.170 -1.332  0.2024
H -4.172 -2.281 -2.887  0.2102
H -2.162 -0.934 -2.458  0.2433
F -1.745 1.247 1.834  -0.3690
C -1.213 1.212 0.601  -0.4901
S -2.520 1.751 -0.581  2.0727
C -2.479 3.483 -1.033  -0.2050
C -1.611 3.851 -2.060  -0.1950
C -1.499 5.186 -2.452  -0.2209
C -2.274 6.163 -1.818  -0.2164
C -3.202 5.785 -0.841  -0.2177
C -3.313 4.440 -0.452  -0.2258
O -2.096 1.146 -1.847  -0.9913
O -3.803 1.477 0.009  -0.9403
S 0.251 2.275 0.640  2.0920
C 0.923 2.201 2.304  -0.3352
C 0.620 3.233 3.200  -0.1628
C 1.007 3.147 4.540  -0.2354
C 1.701 2.021 4.993  -0.2046
C 2.067 1.026 4.086  -0.2302
C 1.687 1.122 2.745  -0.1306
O 1.196 1.748 -0.324  -0.9466
O -0.180 3.665 0.554  -0.9852
H -1.013 3.091 -2.556  0.2468
H -0.802 5.443 -3.252  0.2080
H -2.165 7.216 -2.099  0.2024
H -3.855 6.537 -0.387  0.2028
H -4.036 4.134 0.298  0.2301
H 0.072 4.103 2.844  0.2450
H 0.758 3.963 5.223  0.2081
H 1.955 1.931 6.048  0.2041
H 2.647 0.164 4.415  0.2102
H 1.987 0.363 2.035  0.2542

Values from the calculation:
E_tot ... -3335.30861 a.u.
E_LUMO ... 2.2 eV
HOMO energy ... -0.1636 Eh
Energy relative to the best compared isomer or geometry (same formula, charge and spin) ... 7.88 kcal per mole
Charge ... -1
F_max ... 2.421 eV/Å

[2]
ORCA calculation (ωB97M-V/def2-TZVPD) on a molecular structure, C27H20N5O15SZr.

Last column: natural (NBO) charge in e.
Element x y z (Å)
Zr 0.429 0.062 0.394  2.3237
O -1.298 1.521 -0.135  -0.6193
C -2.512 1.369 -0.002  0.4960
C -3.208 0.118 0.128  -0.3173
C -4.604 0.159 0.226  -0.0792
C -5.311 -1.018 0.274  -0.0760
C -4.668 -2.265 0.207  -0.1341
C -3.307 -2.322 0.108  -0.3054
C -2.517 -1.132 0.097  0.5573
O -1.244 -1.223 0.057  -0.7607
N -6.760 -0.976 0.392  0.5382
O -7.305 0.112 0.377  -0.4030
O -7.356 -2.039 0.423  -0.4066
H -3.145 2.271 -0.027  0.1501
H -5.124 1.105 0.266  0.2433
H -5.263 -3.165 0.231  0.2417
H -2.784 -3.265 0.051  0.2314
O 5.753 -3.335 0.204  -0.5054
C 4.764 -2.646 0.203  0.3875
C 3.440 -2.956 -0.502  0.3756
O 3.237 -3.873 -1.283  -0.5844
C 2.567 -1.866 -0.119  0.2051
C 3.224 -0.885 0.614  0.2613
O 2.589 0.191 0.896  -0.7390
C 4.620 -1.266 0.867  0.3879
O 5.506 -0.640 1.411  -0.5374
O 1.332 -1.640 -0.464  -0.7765
O 0.741 -1.114 2.301  -0.6816
C -0.064 -0.441 2.992  0.6895
C -0.032 -0.250 4.485  -0.5100
C -1.144 0.783 4.679  -0.5152
C -1.633 1.093 3.253  0.7049
O -2.469 1.916 2.964  -0.5970
N -0.979 0.272 2.356  -0.7043
H 0.959 0.109 4.765  0.2447
H -0.194 -1.201 4.994  0.2377
H -0.799 1.711 5.135  0.2352
H -1.985 0.419 5.269  0.2313
O 0.827 2.085 1.486  -0.6999
C 1.170 2.596 0.396  0.7814
O 1.255 1.879 -0.642  -0.7474
C 1.439 4.061 0.303  -0.0400
C 1.831 4.765 1.435  -0.1729
C 2.078 6.126 1.352  -0.2000
C 1.901 6.742 0.126  0.0269
C 1.496 6.071 -1.015  -0.2029
C 1.272 4.707 -0.918  -0.1816
N 2.155 8.195 0.029  0.5333
O 2.006 8.721 -1.055  -0.3816
O 2.535 8.766 1.031  -0.3804
H 1.939 4.239 2.371  0.2413
H 2.396 6.702 2.205  0.2490
H 1.366 6.609 -1.940  0.2486
H 0.953 4.135 -1.776  0.2338
S -0.198 -0.039 -2.666  -0.2487
C 1.436 -0.110 -3.119  0.3553
N 2.035 -1.264 -3.405  -0.5842
C 3.459 -1.378 -3.687  -0.2278
C 4.195 -0.208 -3.039  -0.4276
C 3.554 1.084 -3.513  -0.2166
N 2.118 1.032 -3.302  -0.5968
H 1.527 -2.087 -3.120  0.4407
H 3.626 -1.383 -4.772  0.1841
H 3.786 -2.343 -3.295  0.2427
H 5.253 -0.228 -3.301  0.2236
H 4.116 -0.283 -1.953  0.2248
H 3.764 1.238 -4.578  0.1837
H 3.933 1.950 -2.970  0.2140
H 1.670 1.814 -2.851  0.4350

Values from the calculation:
E_tot ... -2888.78441 a.u.
E_LUMO ... 0.9 eV
HOMO energy ... -0.1991 Eh
Energy relative to the best compared isomer or geometry (same formula, charge and spin) ... 0.00 kcal per mole
Charge ... -1
F_max ... 0.755 eV/Å

[3]
ORCA calculation (ωB97M-V/def2-TZVPD) on a molecular structure, C27H21BF2N3O4PbS2.

Last column: natural (NBO) charge in e.
Element x y z (Å)
Pb 3.059 -0.174 2.302  0.8364
S 1.037 -1.730 3.174  -0.2141
C -0.216 -1.344 2.084  0.3079
S 0.253 2.296 2.794  0.0866
C -1.539 -1.594 2.335  -0.4501
C -2.559 -1.023 1.532  0.3135
N -3.392 -0.487 0.946  -0.3593
C -1.997 -2.305 3.473  0.3117
N -2.471 -2.891 4.344  -0.3379
C 1.249 2.750 5.399  -0.6505
C 1.645 2.356 3.988  0.3594
O 2.596 1.501 3.911  -0.7881
C 1.545 3.603 2.891  -0.3770
C 1.023 4.872 3.345  -0.0464
C 1.599 6.051 3.022  -0.3187
C 2.736 6.067 2.160  -0.1561
C 3.249 4.920 1.664  -0.2944
C 2.682 3.614 1.950  0.5036
O 3.163 2.604 1.434  -0.6151
H 1.058 1.826 5.944  0.2330
H 0.361 3.374 5.417  0.2073
H 2.081 3.269 5.878  0.2149
H 0.116 4.858 3.932  0.2064
H 1.183 6.983 3.381  0.2076
H 3.170 7.021 1.885  0.2042
H 4.091 4.926 0.983  0.2153
C -3.938 -4.944 -4.486  -0.6286
C -3.474 -3.713 -3.752  -0.0250
C -4.396 -2.960 -3.036  -0.2466
C -4.002 -1.824 -2.350  -0.1705
C -2.686 -1.405 -2.401  -0.2465
C -1.753 -2.142 -3.119  0.1722
N -0.426 -1.710 -3.304  -0.5888
C 0.225 -0.609 -2.756  0.2293
C 0.896 0.216 -3.670  -0.2710
C 1.574 1.350 -3.279  -0.1567
C 1.600 1.705 -1.937  -0.2707
C 1.000 0.881 -1.011  -0.0742
C 0.333 -0.293 -1.379  -0.2451
C -0.108 -1.221 -0.309  0.7953
O -0.508 -2.339 -0.460  -0.5488
O 0.148 -0.684 0.935  -0.5458
C -2.136 -3.320 -3.777  0.0033
C -1.086 -4.132 -4.492  -0.6607
H -5.023 -5.023 -4.440  0.2133
H -3.515 -5.849 -4.044  0.2134
H -3.641 -4.912 -5.536  0.2083
H -5.434 -3.269 -3.011  0.1999
H -4.713 -1.254 -1.770  0.2226
H -2.391 -0.501 -1.889  0.2245
H -0.104 -1.914 -4.236  0.3825
H 0.852 -0.055 -4.720  0.2002
H 2.069 1.964 -4.021  0.2079
H 2.101 2.607 -1.611  0.2248
H 1.055 1.143 0.034  0.2456
H -0.169 -4.149 -3.903  0.2302
H -0.852 -3.713 -5.478  0.2006
H -1.413 -5.158 -4.639  0.2195
F 4.761 -0.591 5.373  -0.5344
B 4.444 -1.144 4.192  0.7673
F 4.990 -2.380 4.118  -0.5470

Values from the calculation:
E_tot ... -2720.69524 a.u.
E_LUMO ... 2.0 eV
HOMO energy ... -0.1947 Eh
Energy relative to the best compared isomer or geometry (same formula, charge and spin) ... 108.82 kcal per mole
Charge ... -1
F_max ... 0.715 eV/Å